Entry from the OMol25 dataset: 15 unconnected molecules or ions with the total composition C54H101F3NO24S5 (ωB97M-V with the def2-TZVPD basis set).

Output
Gap between HOMO and LUMO = 8.575 eV
LUMO level = -1.690 eV
Molar mass = 1365.71 g mol⁻¹
Total charge = +1
E_HOMO = -0.3772 hartree

The geometry in XYZ format:
```
188
Properties=species:S:1:pos:R:3:mulliken_charge:R:1
C -3.1133 0.3075 -2.2229 -0.507
C -1.6859 0.4610 -1.6781 -0.473
N -1.4905 0.0055 -0.2431 1.237
C -2.6932 0.3297 0.5941 -0.183
C -1.2781 -1.5023 -0.2990 -0.203
C -1.0040 -2.1462 1.0490 -0.166
C -0.3304 0.7184 0.4178 1.504
C 0.9495 0.7146 -0.3806 -0.486
O 1.6419 -0.4877 -0.4251 -0.337
C 2.9672 -0.3934 -0.8993 -0.264
H -3.8531 0.8078 -1.6062 -0.512
H -3.3538 -0.7509 -2.3225 0.451
H -3.1580 0.7658 -3.2112 0.166
H -1.4737 1.5358 -1.6194 0.082
H -0.8487 0.1060 -2.2735 0.527
H -3.5150 -0.3189 0.2933 0.440
H -2.9900 1.3323 0.2984 -0.398
H -2.5301 0.1775 1.6556 0.030
H -0.6139 -1.7556 -1.1179 0.464
H -2.2907 -1.8104 -0.5693 0.554
H -1.7074 -1.7346 1.7728 -0.215
H 0.0167 -2.0143 1.4125 -0.502
H -1.1182 -3.2284 1.0307 0.299
H -0.2051 0.4024 1.4489 -0.588
H -0.6528 1.7619 0.3747 -0.535
H 1.5324 1.5321 0.0764 0.056
H 0.7924 1.1159 -1.3949 0.240
H 2.9201 -0.0091 -1.9294 -0.097
H 3.3830 -1.3945 -0.9665 0.372
H 3.6121 0.3111 -0.3703 0.230
F 5.4274 0.4040 1.1049 -0.046
C 6.1200 1.1857 1.9535 0.054
C 7.4605 1.4595 1.6895 -0.604
C 8.0839 2.3779 2.5193 -0.480
C 7.4668 2.9339 3.6372 -0.653
C 6.1661 2.5739 3.9689 -0.483
C 5.5303 1.6943 3.0796 0.150
H 8.0030 1.1745 0.7988 0.477
H 9.1081 2.6358 2.2841 0.398
H 8.0628 3.5733 4.2751 0.396
H 5.5687 2.8379 4.8288 0.494
H 4.5550 1.2897 3.3181 0.268
F 1.3999 -4.9336 3.0997 0.032
C 1.3506 -6.1382 2.5067 0.101
C 0.3401 -6.4091 1.5862 -0.241
C 0.2550 -7.6663 1.0105 -0.757
C 1.2579 -8.6130 1.2104 -0.401
C 2.2914 -8.3213 2.0912 -0.660
C 2.3832 -7.0510 2.6618 -0.229
H -0.3578 -5.6354 1.2901 0.473
H -0.5402 -7.8421 0.2980 0.399
H 1.2733 -9.4066 0.4742 0.332
H 3.1312 -9.0015 2.0262 0.385
H 3.3257 -6.7765 3.1157 0.499
F 2.9951 3.2053 -4.8700 -0.427
C 3.2677 1.8829 -4.8649 -0.490
C 2.8487 1.0725 -5.8853 -0.229
C 3.2270 -0.2579 -5.9586 -0.753
C 4.0558 -0.7311 -4.9490 -0.863
C 4.5125 0.0881 -3.9209 -0.242
C 4.0521 1.3934 -3.8333 0.521
H 2.3010 1.5181 -6.7102 0.620
H 2.8750 -0.9176 -6.7368 0.453
H 4.3784 -1.7582 -5.0789 0.430
H 5.0337 -0.3982 -3.1062 0.788
H 4.4232 2.0480 -3.0551 0.304
C -0.7015 2.5396 -4.5741 -0.222
S -0.8079 0.9470 -5.4608 0.544
O -2.1047 0.2553 -5.1498 -0.552
C -1.0700 1.4762 -7.2128 -1.071
H -0.1422 3.2831 -5.1461 0.657
H -0.1477 2.4283 -3.6434 -0.074
H -1.7215 2.8936 -4.4244 -0.173
H -1.3822 0.5648 -7.7128 0.403
H -0.1566 1.9181 -7.6107 0.332
H -1.8485 2.2320 -7.3136 0.242
C -7.0606 2.0774 3.2576 -1.178
S -5.4425 1.5022 2.6503 0.655
O -5.7033 1.0039 1.2482 -0.631
C -4.5842 3.0689 2.4221 -0.768
H -7.0347 2.9082 3.9623 0.395
H -7.4307 1.2161 3.8139 0.371
H -7.7119 2.2942 2.4142 0.333
H -5.2221 3.7328 1.8379 0.471
H -3.6498 2.8488 1.9074 -0.227
H -4.3574 3.5830 3.3579 0.619
C 1.7522 6.0144 1.5708 -1.311
S 1.8499 4.2039 1.7519 0.982
O 2.5608 3.8108 0.4694 -0.653
C 3.0159 4.2541 3.1217 -0.631
H 2.6959 6.3327 1.1242 0.408
H 1.7230 6.4667 2.5618 0.403
H 0.9438 6.3288 0.9180 0.288
H 3.4128 5.1914 3.5154 0.481
H 3.9324 3.7678 2.7826 -0.148
H 2.5104 3.7129 3.9210 0.168
C -5.0720 -3.9310 2.3614 -1.173
S -5.0313 -3.2608 0.6500 0.982
O -3.7981 -3.8647 0.0332 -0.731
C -6.4262 -4.0100 -0.1971 -0.660
H -4.0731 -3.6927 2.7185 0.263
H -5.1969 -5.0108 2.4653 0.346
H -5.9147 -3.4741 2.8796 0.359
H -6.2918 -3.7839 -1.2541 0.071
H -7.3769 -3.6302 0.1684 0.421
H -6.3092 -5.0904 -0.0980 0.356
C -2.3295 5.5127 1.5464 -1.030
S -1.4446 4.8057 0.0996 0.530
O -2.0319 3.4318 -0.1868 -0.921
C -2.1813 5.8952 -1.1590 -1.136
H -1.9668 6.5370 1.6562 0.547
H -2.1557 4.9066 2.4295 0.171
H -3.3825 5.6317 1.2906 0.329
H -3.2655 5.8865 -1.2619 0.251
H -1.7993 5.4741 -2.0905 0.318
H -1.8258 6.9225 -1.0775 0.457
C 2.4512 -0.2531 3.0508 -0.815
O 1.5168 -1.2573 3.4701 -0.048
C 1.5008 -1.7911 4.6644 0.631
O 2.2508 -1.5488 5.5711 -0.637
O 0.4285 -2.5810 4.7399 0.246
C 0.2061 -3.2128 5.9875 -1.086
H 1.9022 0.6818 2.9528 0.216
H 2.9107 -0.5745 2.1201 -0.523
H 3.2182 -0.2242 3.8254 1.099
H 1.0317 -3.8637 6.2633 0.367
H -0.6972 -3.8132 5.8665 0.279
H -0.0672 -2.5606 6.8200 0.333
C 5.0199 3.0897 -1.1281 -0.850
O 5.8101 1.9397 -1.3501 0.203
C 6.5521 1.8238 -2.4485 0.538
O 6.6013 2.6175 -3.3440 -0.564
O 7.2680 0.7067 -2.3438 -0.222
C 8.1508 0.4236 -3.4338 -0.748
H 5.3224 3.8911 -1.8078 0.481
H 5.2322 3.4501 -0.1243 0.121
H 3.9621 2.9155 -1.3084 0.264
H 8.7220 -0.4624 -3.1940 0.235
H 8.7541 1.3160 -3.6176 0.302
H 7.5349 0.3341 -4.3331 0.289
C -6.5661 -0.5452 -2.5372 -0.793
O -6.4440 -1.9443 -2.3014 -0.239
C -6.4350 -2.7776 -3.3474 0.745
O -6.1984 -2.4751 -4.4872 -0.582
O -6.7439 -3.9809 -2.9191 -0.342
C -6.7667 -5.0451 -3.8607 -0.802
H -6.4436 -0.0947 -1.5561 0.120
H -7.5605 -0.2754 -2.9036 0.439
H -5.8748 -0.2097 -3.3083 0.362
H -5.9187 -4.9446 -4.5354 0.347
H -7.6886 -5.0670 -4.4409 0.253
H -6.7135 -5.9851 -3.3182 0.314
C 0.7515 1.9087 6.0087 -0.698
O -0.4051 1.1745 5.5910 -0.506
C -0.8625 1.3714 4.3613 0.566
O -0.3265 2.0039 3.4924 -0.102
O -1.9451 0.6305 4.1442 0.011
C -2.3705 -0.4796 4.9121 -0.826
H 1.6706 1.4262 5.6820 0.201
H 0.7709 1.9519 7.0938 0.303
H 0.6678 2.9258 5.6302 0.288
H -1.8024 -1.3732 4.6574 0.170
H -3.4570 -0.5213 4.8814 0.286
H -2.1895 -0.2829 5.9748 0.395
C 5.4255 -7.2270 -0.2110 -0.726
O 4.6708 -6.0571 -0.3955 -0.392
C 4.4061 -5.2710 0.6399 0.808
O 4.8571 -5.4945 1.7478 -0.621
O 3.7229 -4.2305 0.2617 -0.286
C 3.3089 -3.2933 1.2521 -0.186
H 6.4711 -6.9725 -0.4094 0.308
H 5.0978 -8.0311 -0.8639 0.296
H 5.5057 -7.6858 0.7777 0.308
H 2.5606 -2.6106 0.8644 -0.426
H 4.2000 -2.7362 1.5573 0.384
H 2.9995 -3.8651 2.1212 0.491
C -5.3236 3.3345 -1.1543 -0.034
O -4.5599 3.6314 -2.3002 -0.023
C -4.9346 3.1743 -3.4914 0.757
O -5.8283 2.3780 -3.6280 -0.617
O -4.0739 3.6257 -4.3743 -0.367
C -4.0905 3.2089 -5.7293 -0.849
H -4.9724 3.9658 -0.3388 -0.335
H -5.1691 2.3032 -0.8333 -0.004
H -6.4000 3.5091 -1.1862 0.412
H -3.3018 3.7836 -6.2060 0.208
H -5.0396 3.5530 -6.1573 0.513
H -4.0497 2.1264 -5.8435 0.302
```